No. 1
19
Properties=species:S:1:pos:R:3 method="wB97M-V/def2-TZVPD" gap_ha=0.3729
C -3.102 0.706 -0.549
C -1.155 0.962 0.638
C -0.412 -1.476 0.570
C 2.347 0.570 -0.677
N -2.201 1.635 0.078
N -2.590 -0.540 -0.291
N -1.362 -0.407 0.472
O -4.050 1.064 -1.200
O -0.219 1.481 1.158
O 0.333 -1.633 -0.558
O 2.266 1.665 0.065
O 3.525 0.563 -1.309
H -1.120 -2.450 0.575
H -0.017 -1.151 1.560
H -2.490 2.591 0.350
H -3.241 -1.277 -0.009
H 1.263 -1.399 -0.495
H 1.503 1.846 0.535
H 3.997 1.330 -1.136


No. 2
15
Properties=species:S:1:pos:R:3 method="wB97M-V/def2-TZVPD" smiles="[H]/N=C1/NSC/C1=C/N" gap_ha=0.3263
H -1.180 -2.010 0.399
N -1.094 -1.694 -0.554
C -0.534 -0.582 -0.784
N -0.453 -0.106 -2.090
S 0.623 1.237 -2.383
C 1.401 0.913 -0.761
C 0.346 0.228 0.066
C 0.119 0.363 1.357
N -0.849 -0.149 2.168
H -0.444 -0.808 -2.822
H 2.138 0.123 -0.942
H 1.840 1.798 -0.310
H 0.794 0.984 1.937
H -1.597 -0.714 1.749
H -1.110 0.416 2.971


No. 3
15
Properties=species:S:1:pos:R:3 method="wB97M-V/def2-TZVPD" smiles=Cn1cnc(N)c1S gap_ha=0.3167
C 2.218 0.130 -0.030
N 0.870 -0.243 -0.098
C 0.347 -1.540 -0.032
N -0.993 -1.615 0.025
C -1.331 -0.287 0.021
N -2.718 0.001 0.035
C -0.264 0.550 -0.136
S -0.282 2.302 -0.083
H 2.839 -0.814 -0.346
H 2.422 0.869 -0.857
H 2.517 0.437 1.007
H 0.973 -2.507 0.198
H -3.217 -0.614 -0.724
H -2.819 0.930 -0.281
H -0.563 2.400 1.303


No. 4
15
Properties=species:S:1:pos:R:3 method="wB97M-V/def2-TZVPD" gap_ha=0.3052
H 0.769 1.744 2.208
N 0.260 0.864 2.390
C 0.342 -0.011 1.504
C 1.088 -0.460 0.197
C 0.746 0.233 -1.086
C -0.392 1.199 -1.033
S 1.426 0.033 -2.564
N -0.072 -1.139 0.877
N -1.134 -1.832 0.389
H 1.950 -1.060 0.142
H -0.726 1.442 0.009
H -1.202 0.816 -1.588
H -0.069 2.086 -1.557
H -1.038 -2.695 -0.112
H -1.948 -1.220 0.222


No. 5
15
Properties=species:S:1:pos:R:3 method="wB97M-V/def2-TZVPD" smiles="S=CNC1=NNCC1" gap_ha=0.3028
S -3.360 -0.055 0.075
C -1.730 -0.363 -0.075
N -0.749 0.623 -0.134
C 0.625 0.276 0.003
N 1.042 -0.947 0.122
N 2.405 -1.062 -0.253
C 3.085 0.211 0.192
C 1.838 1.206 -0.016
H -1.195 -1.273 -0.177
H -1.050 1.715 -0.295
H 2.809 -2.039 -0.002
H 4.045 0.381 -0.383
H 3.495 0.132 1.269
H 1.866 1.996 0.625
H 1.988 1.695 -1.009


No. 6
15
Properties=species:S:1:pos:R:3 method="wB97M-V/def2-TZVPD" gap_ha="0.1746 / 0.2597" spin_multiplicity=3
C 1.950 0.122 -0.153
C 1.624 1.455 -0.183
C 0.759 -0.611 -0.341
C -0.259 0.317 -0.477
N 0.295 1.571 -0.390
N 0.617 -1.987 -0.302
N -2.594 0.246 0.811
S -1.954 0.075 -0.789
H 2.929 -0.292 -0.012
H 2.253 2.315 -0.069
H -0.235 2.425 -0.430
H 1.429 -2.499 -0.611
H -0.242 -2.314 -0.721
H -3.359 0.912 0.803
H -2.935 -0.645 1.154


No. 7
15
Properties=species:S:1:pos:R:3 method="wB97M-V/def2-TZVPD" smiles="C1N[C@@H]2CN=NC2=[NH+]1" total_charge=+1 gap_ha=0.3195
C -0.975 0.668 -1.445
N 0.449 0.420 -1.151
C 0.590 0.500 0.314
C 1.499 -0.516 1.032
N 0.616 -1.251 1.881
N -0.596 -1.049 1.691
C -0.736 -0.041 0.707
N -1.608 -0.060 -0.266
H -1.268 1.775 -1.388
H -1.231 0.256 -2.388
H 0.867 -0.432 -1.368
H 0.675 1.427 0.838
H 1.793 -1.214 0.320
H 2.476 -0.173 1.469
H -2.552 -0.311 -0.247


No. 8
15
Properties=species:S:1:pos:R:3 method="wB97M-V/def2-TZVPD" total_charge=+1 gap_ha=0.3149
C -0.721 0.192 1.882
C 1.312 1.079 1.594
C 0.233 0.418 0.892
C -0.628 -0.775 -0.951
N -0.255 0.508 3.121
N 0.955 1.019 2.867
N -0.879 -0.994 -2.190
N 0.077 0.169 -0.476
H -1.612 -0.497 1.762
H 2.196 1.539 1.244
H -1.247 -1.229 -0.119
H 1.580 1.148 3.571
H -1.479 -1.767 -2.356
H -0.539 -0.548 -3.032
H 0.813 0.957 -1.386


No. 9
16
Properties=species:S:1:pos:R:3 method="wB97M-V/def2-TZVPD" smiles=Cc1nc(N)nc(N)n1 gap_ha=0.3702
C 2.748 -0.234 -0.006
C 1.273 -0.070 -0.044
N 0.536 -1.170 0.198
C -0.763 -1.039 0.038
N -1.503 -2.184 -0.091
N -1.435 0.105 0.052
C -0.629 1.123 -0.013
N -1.130 2.361 -0.008
N 0.766 1.168 -0.162
H 3.048 -1.256 -0.235
H 3.168 -0.128 0.994
H 3.272 0.470 -0.660
H -2.495 -2.196 -0.228
H -0.831 -3.016 -0.118
H -0.483 3.079 0.146
H -2.093 2.417 0.326


No. 10
16
Properties=species:S:1:pos:R:3 method="wB97M-V/def2-TZVPD" gap_ha=0.3005
H -2.857 1.316 -0.278
N -2.484 0.886 0.636
C -1.379 0.188 0.371
N -0.866 -0.534 1.430
C 0.435 -0.829 1.781
C 1.475 -0.666 0.945
N 1.708 -0.228 -0.373
C 0.760 0.218 -1.280
N 0.890 0.625 -2.507
H 1.907 0.681 -2.603
N -0.628 0.221 -0.905
H -1.681 -0.625 2.026
H 0.588 -1.341 2.703
H 2.344 -1.072 1.488
H 2.853 0.294 -0.547
H -1.245 0.493 -1.658


No. 11
13
Properties=species:S:1:pos:R:3 method="wB97M-V/def2-TZVPD" gap_ha=0.3243
C -0.665 0.944 0.767
C -1.777 0.368 0.341
C -2.374 -0.903 -0.052
C 2.689 0.713 -0.187
N 1.546 -0.115 0.120
O 1.744 -1.304 0.082
H -2.581 1.144 0.156
H -1.820 -1.724 0.165
H -3.246 -0.975 0.546
H -2.510 -0.961 -1.123
H 2.351 1.548 -0.822
H 3.108 1.099 0.693
H 3.535 0.167 -0.686


No. 12
13
Properties=species:S:1:pos:R:3 method="wB97M-V/def2-TZVPD" gap_ha=0.3209
O 2.007 0.631 0.635
C 1.262 0.368 -0.505
C 0.533 -0.933 -0.621
C -1.600 -0.785 0.880
N -0.965 0.422 0.845
C -0.221 0.351 -0.403
H 1.370 0.719 1.361
H 1.667 0.809 -1.409
H 0.599 -1.596 0.239
H 0.354 -1.445 -1.558
H -2.677 -0.566 0.834
H -1.499 1.292 0.924
H -0.830 0.731 -1.221


no.,E_tot (eV)
1,-18967.26589
2,-19565.90350
3,-19566.24678
4,-19562.82390
5,-19564.52306
6,-19563.00176
7,-10211.78444
8,-10212.64456
9,-11713.30389
10,-11709.73084
11,-7791.93730
12,-7794.04566